# C8H10O2

A single C8H10O2 molecule (ωB97M-V/def2-TZVPD, OMol25).

Last column: Löwdin charge in e.
Element x y z (Å)
C 1.58419 -1.96366 1.67185  -0.003
C 1.77734 -0.65733 0.93968  -0.464
C 0.53636 -0.10168 0.36980  0.084
C -0.48034 0.28475 -0.14523  0.094
C -1.76542 0.67511 -0.76886  -0.440
C -1.66547 1.25673 -2.15985  -0.019
C -3.02981 1.00206 0.08244  -0.092
O -2.83062 -0.21682 -0.51170  -0.022
C 3.12310 -0.20337 0.31920  -0.057
O 2.63423 0.26978 1.56601  -0.029
H 0.56491 -2.05579 2.04207  0.088
H 1.77934 -2.75907 0.99154  0.074
H 2.28419 -2.06740 2.48131  0.085
H -2.49389 0.97766 -2.81569  0.090
H -0.72393 0.93314 -2.66012  0.093
H -1.66451 2.33661 -2.05298  0.081
H -3.76858 1.67473 -0.31195  0.104
H -2.99906 1.05753 1.17087  0.114
H 3.14817 0.41085 -0.58397  0.112
H 3.98981 -0.85384 0.37557  0.106

## Properties
**2S+1**: 1
**HOMO**: -9.38 eV
**Kohn-Sham gap**: 10.28 eV



# C8H10O2

A molecular structure, C8H10O2 (ωB97M-V/def2-TZVPD, OMol25).

Last column: Löwdin charge in e.
Element x y z (Å)
C 1.66569 1.35604 -0.54749  -0.439
C 2.10562 1.15787 0.93156  0.050
C -2.36578 -0.23203 -0.12648  -0.077
C -2.18317 -1.28989 0.75315  -0.123
C -0.94148 -1.90672 0.85212  -0.103
C 0.12486 -1.48547 0.06337  -0.092
C -0.03311 -0.41868 -0.79654  -0.222
C -1.28685 0.19493 -0.89497  -0.089
H 0.38706 1.41846 -1.75254  0.137
H 3.13569 1.20427 1.04098  0.049
H 1.55099 1.99230 1.58812  0.151
H 1.80290 0.15871 1.31933  0.081
H -3.34695 0.25024 -0.21825  0.107
H -3.01021 -1.64511 1.34864  0.090
H -0.77277 -2.75157 1.52377  0.101
H 1.06998 -1.99656 0.14428  0.101
H 0.81254 -0.03632 -1.36299  0.103
H -1.42510 0.99785 -1.61356  0.121
O 2.39053 1.83720 -1.41899  0.120
O 0.31954 1.19450 -0.83351  -0.066

## Properties
**2S+1**: 1
**HOMO**: -7.48 eV
**Kohn-Sham gap**: 7.94 eV



# C8H10O3S

A single C8H10O3S molecule (ωB97M-V/def2-TZVPD, OMol25).

Last column: Löwdin charge in e.
Element x y z (Å)
C 1.86435 -0.76744 -0.40394  -0.083
C 1.15262 -1.90112 0.19877  -0.084
C 1.43150 0.17980 -1.23681  -0.094
C -0.09203 -2.18374 0.16743  -0.033
C 0.07130 0.63282 -1.54589  -0.216
C -2.34964 -1.61433 0.49144  -0.142
C -0.90438 0.93662 -0.47290  -0.303
C -0.41782 1.37839 0.90159  -0.057
O -3.07382 -0.14310 -1.59578  -0.327
O -3.09728 0.97556 0.61147  -0.332
O -1.32754 -2.32172 -0.05190  -0.002
S -2.40636 0.17622 -0.34723  0.670
H 2.86324 -0.93198 -0.27710  0.071
H 1.68491 -2.66298 0.70974  0.101
H 2.09195 0.77754 -1.87116  0.114
H 0.05438 1.57039 -2.25661  0.165
H -0.41994 -0.07873 -2.19918  0.115
H -3.38683 -2.02850 0.30864  0.149
H -2.13528 -1.28532 1.47003  0.092
H -1.21969 1.71924 1.39417  0.021
H 0.39468 2.13541 0.89128  0.109
H 0.19065 0.62859 1.34508  0.068

## Properties
**2S+1**: 1
**HOMO (spin up / spin down)**: -8.72 / -7.14 eV
**Kohn-Sham gap (spin up / spin down)**: 9.06 / 5.55 eV



# C8H10O3Si

A single C8H10O3Si molecule (ωB97M-V/def2-TZVPD, OMol25).

Last column: Löwdin charge in e.
Element x y z (Å)
C 0.15339 1.96223 -1.35899  -0.147
C -0.87382 1.58869 -0.36459  -0.098
C 0.70528 -1.41427 0.32527  -0.459
C -1.15105 -0.79766 -1.04633  -0.378
C 0.50086 3.19402 -1.63063  -0.002
C 2.72547 -2.36494 1.36431  0.072
C 2.12003 -1.95172 0.22780  -0.034
C -1.37997 0.37337 -0.17261  -0.323
O 0.18208 -1.08728 1.38963  0.041
O -1.97866 -1.38912 -1.72470  0.129
O 0.18280 -1.38575 -0.90197  0.084
Si -2.51329 -0.03519 1.27211  0.736
H 0.57938 1.14680 -1.92790  0.105
H -1.11571 2.39139 0.23931  0.080
H -0.09177 4.02217 -1.29662  0.058
H 1.30634 3.52752 -2.34873  0.085
H 2.34982 -2.39501 2.36011  0.063
H 3.74285 -2.73399 1.41257  0.062
H 2.40121 -2.32295 -0.73382  0.099
H -3.70583 0.59040 0.93720  -0.080
H -1.58275 0.46843 2.34309  -0.024
H -2.55665 -1.38715 1.63551  -0.069

## Properties
**2S+1**: 3
**HOMO (spin up / spin down)**: -5.91 / -10.47 eV
**Kohn-Sham gap (spin up / spin down)**: 5.94 / 7.60 eV
**Expectation value of S²**: 2.02



# C8H10O4S

A single C8H10O4S molecule (ωB97M-V/def2-TZVPD, OMol25).

Last column: Löwdin charge in e.
Element x y z (Å)
C 2.35794 1.85410 0.04318  -0.073
C 1.65262 0.70782 -0.58401  -0.108
C 1.62016 -0.52004 -0.06720  0.002
C 0.96510 -1.69902 -0.64700  -0.461
O 1.26269 -2.82519 -0.36243  0.136
O -0.00571 -1.50904 -1.60034  0.102
C -0.80475 -0.40735 -1.74268  -0.521
O -0.79661 0.21823 -2.77473  0.089
C -1.67589 -0.09262 -0.61557  -0.447
S -2.19908 1.62329 -0.60018  0.844
C -2.15298 -0.94242 0.32755  -0.371
C -1.93512 -2.41722 0.37292  0.015
O -2.95145 -0.51759 1.31380  0.067
H 2.96908 1.53637 0.88455  0.079
H 1.62265 2.58113 0.39429  0.085
H 2.98506 2.35978 -0.69017  0.083
H 1.16243 0.93164 -1.52315  0.110
H 2.16852 -0.74812 0.83881  0.126
H -1.89729 1.80094 -1.88449  -0.112
H -1.71766 -2.83178 -0.60644  0.095
H -2.83538 -2.87138 0.78100  0.097
H -1.10899 -2.65672 1.04292  0.098
H -3.12462 0.43416 1.24168  0.065

## Properties
**2S+1**: 1
**HOMO**: -8.79 eV
**Kohn-Sham gap**: 9.13 eV



# C8H10O5Ru

A molecular structure, C8H10O5Ru (ωB97M-V/def2-TZVPD, OMol25).

Last column: Löwdin charge in e.
Element x y z (Å)
Ru 1.15871 0.42608 1.03620  0.964
C 1.31685 1.86948 2.25158  -0.169
O 1.31022 2.76641 2.98133  0.219
C 2.33203 -1.00262 0.68462  -0.164
O 3.04392 -1.91061 0.46991  0.228
C 1.11169 0.96951 -0.78520  -0.205
O 1.13658 1.27798 -1.90308  0.190
C -0.14981 -0.85441 1.59301  -0.208
O -0.88617 -1.67388 1.92406  0.204
C -1.86851 -1.84527 -2.23433  0.212
H -2.75419 -2.08277 -1.62963  0.134
H -1.99004 -1.07703 -3.01225  0.135
C -0.75677 -2.58160 -2.14996  0.239
H 0.16832 -2.22091 -2.64755  0.141
H -0.61758 -3.25317 -1.27193  0.143
C -1.91456 3.58529 0.38627  0.054
C -2.33338 2.27186 0.99227  -0.124
O -1.70984 1.15650 0.31891  0.121
H -0.84614 3.57873 0.15530  0.102
H -2.09623 4.38635 1.09883  0.139
H -2.49662 3.76885 -0.52168  0.131
H -1.97917 2.17422 2.02390  0.171
H -3.42521 2.13082 0.99372  0.174
H -2.33647 0.82819 -0.35804  0.168

## Properties
**2S+1**: 6
**HOMO (spin up / spin down)**: -19.93 / -22.13 eV
**Charge**: +3
**Kohn-Sham gap (spin up / spin down)**: 7.81 / 5.20 eV
**Expectation value of S²**: 8.77